[1]
{
  "formula": "C6H7N2OPS2",
  "method": "ωB97M-V/def2-TZVPD",
  "multiplicity": 3,
  "lumo_energy_ev": [5.4, 4.7],
  "e_tot_ha": -1555.2524,
  "s_squared": 2.03,
  "total_charge": -2,
  "gap_ha": [0.1444, 0.1648],
  "species": ["C", "C", "C", "C", "C", "C", "N", "N", "O", "P", "S", "S", "H", "H", "H", "H", "H", "H", "H"],
  "xyz": [[-0.4399, -0.3962, 2.1138], [0.2257, 0.7933, 1.9903], [-0.8467, -0.9793, 0.9410], [0.3942, 1.4714, 0.8520], [0.1954, 0.8378, -0.3924], [-0.6332, -0.3294, -0.3134], [0.8858, 2.8002, 0.7622], [0.8555, 1.2172, -1.5096], [-1.8102, -2.5544, -1.2784], [-1.1381, -1.3680, -1.6513], [-1.7546, -0.4759, -3.3145], [1.9201, -3.0319, -2.5600], [-0.5717, -0.8581, 3.1670], [0.5230, 1.3720, 2.8073], [-1.5212, -1.7730, 0.9438], [1.2605, 3.1933, 1.6023], [1.1167, 2.9963, -0.1466], [0.2935, 0.6554, -2.2433], [1.0453, -3.5708, -1.7700]],
  "mulliken_spin": [0.16, 0.02, 0.07, 0.19, 0.01, 0.14, 0.06, 0.60, 0.06, 0.50, 0.14, 0.04, 0.01, 0.03, 0.02, 0.00, 0.00, -0.01, -0.01]
}

=====

[2]
{
  "formula": "C6H11NO",
  "method": "ωB97M-V/def2-TZVPD",
  "smiles": "C=C[C@@H](C)/C(O)=C/N",
  "lumo_energy_ev": 0.9,
  "e_tot_ha": -365.1610,
  "total_charge": 0,
  "gap_ha": 0.3003,
  "relative_energy_kj_mol": 185.1,
  "species": ["C", "C", "C", "C", "C", "O", "C", "N", "H", "H", "H", "H", "H", "H", "H", "H", "H", "H", "H"],
  "xyz": [[2.3255, -0.7215, -0.5892], [1.1544, -1.0559, -0.0738], [0.3261, -0.1719, 0.9273], [0.8882, 1.2230, 1.1665], [-0.9869, -0.1469, 0.2061], [-2.1230, -0.1850, 1.0149], [-1.1634, -0.0200, -1.1215], [-2.4045, -0.0690, -1.7429], [2.9233, -1.4352, -1.1320], [2.7597, 0.2572, -0.4759], [0.7745, -2.0623, -0.1966], [0.2442, -0.7476, 1.8600], [0.2391, 1.7716, 1.8476], [0.9605, 1.7891, 0.2402], [1.8908, 1.1594, 1.5905], [-1.8453, -0.1776, 1.9362], [-0.3169, 0.0409, -1.7862], [-2.4832, 0.4850, -2.5833], [-3.1632, 0.0667, -1.0880]],
  "nbo_charge": [-0.43, -0.14, -0.31, -0.60, 0.21, -0.71, -0.09, -0.82, 0.20, 0.19, 0.21, 0.21, 0.21, 0.22, 0.21, 0.48, 0.21, 0.37, 0.38]
}

=====

[3]
{
  "formula": "C50H77N24O",
  "method": "ωB97M-V/def2-TZVPD",
  "lumo_energy_ev": -4.0,
  "e_tot_ha": -3340.2253,
  "total_charge": 1,
  "gap_ha": 0.3133,
  "species": ["C", "C", "O", "C", "C", "N", "C", "C", "N", "H", "H", "H", "H", "H", "H", "H", "H", "H", "H", "H", "C", "C", "N", "H", "H", "H", "C", "C", "N", "H", "H", "H", "C", "C", "N", "H", "H", "H", "C", "C", "N", "H", "H", "H", "C", "C", "N", "H", "H", "H", "C", "C", "N", "H", "H", "H", "C", "C", "N", "H", "H", "H", "C", "C", "N", "H", "H", "H", "C", "C", "N", "H", "H", "H", "C", "C", "N", "H", "H", "H", "C", "C", "N", "H", "H", "H", "C", "C", "N", "H", "H", "H", "C", "C", "N", "H", "H", "H", "C", "C", "N", "H", "H", "H", "C", "C", "N", "H", "H", "H", "C", "C", "N", "H", "H", "H", "C", "C", "N", "H", "H", "H", "C", "C", "N", "H", "H", "H", "C", "C", "N", "H", "H", "H", "C", "C", "N", "H", "H", "H", "C", "C", "N", "H", "H", "H", "C", "C", "N", "H", "H", "H"],
  "xyz": [[4.2321, -4.4965, -0.7515], [3.4772, -5.0081, -2.0757], [2.0480, -5.2314, -1.9210], [1.3445, -4.0205, -1.5809], [-0.2454, -4.3605, -1.4816], [-1.0219, -3.3948, -0.6954], [-2.3880, -3.9289, -0.7188], [-2.3622, -5.2355, -1.5666], [-0.9861, -5.4650, -2.0491], [5.3457, -4.2607, -0.8922], [3.7589, -3.5259, -0.3223], [4.0884, -5.3076, 0.0603], [3.9345, -6.0461, -2.3288], [3.7430, -4.3454, -2.9938], [1.5381, -3.1361, -2.2952], [1.6323, -3.6782, -0.5071], [-0.6993, -2.5352, -0.2258], [-3.3226, -3.4858, -0.2239], [-3.2281, -5.9405, -1.7973], [-0.5923, -6.2092, -2.6429], [2.5335, -8.1777, 2.0654], [3.7587, -7.3724, 2.0903], [4.7221, -6.7400, 2.1098], [2.0419, -8.1317, 1.0902], [2.7398, -9.2302, 2.2756], [1.8110, -7.8337, 2.8100], [-3.3741, -0.9450, -2.4369], [-3.0705, 0.2825, -3.1770], [-2.8319, 1.2470, -3.7591], [-4.1778, -0.7907, -1.7117], [-3.6917, -1.7503, -3.1051], [-2.5040, -1.3069, -1.8836], [-2.3420, 3.7808, -1.4737], [-3.1810, 4.5593, -0.5599], [-3.8319, 5.1716, 0.1667], [-1.4955, 3.3241, -0.9529], [-2.9037, 2.9729, -1.9491], [-1.9315, 4.4027, -2.2736], [-5.8897, 1.3286, 0.1802], [-6.7021, 0.5562, -0.7628], [-7.3454, -0.0516, -1.5016], [-5.6774, 2.3323, -0.1981], [-6.3955, 1.4456, 1.1419], [-4.9282, 0.8453, 0.3742], [6.9194, -7.1222, 5.0644], [8.1386, -6.3559, 5.3401], [9.0969, -5.7539, 5.5568], [6.4299, -6.7827, 4.1478], [7.1321, -8.1875, 4.9432], [6.1922, -7.0275, 5.8749], [-2.8503, 6.7753, 2.8294], [-1.6064, 7.5498, 2.8501], [-0.6226, 8.1496, 2.8662], [-3.3513, 6.8436, 1.8610], [-2.6653, 5.7159, 3.0238], [-3.5577, 7.1250, 3.5858], [10.7590, -8.0571, 7.7284], [11.2603, -9.3740, 7.3222], [11.6536, -10.4088, 7.0031], [11.5626, -7.4177, 8.1021], [10.2874, -7.5304, 6.8943], [10.0134, -8.1377, 8.5237], [1.3542, 4.9976, 2.4284], [0.4666, 4.1120, 1.6653], [-0.2363, 3.4219, 1.0659], [2.0020, 4.4353, 3.1024], [2.0005, 5.5827, 1.7705], [0.7876, 5.7055, 3.0388], [-4.6550, -3.7809, 2.8291], [-4.3470, -2.5544, 2.0875], [-4.1011, -1.5914, 1.5012], [-5.4600, -3.6234, 3.5513], [-4.9727, -4.5856, 2.1605], [-3.7853, -4.1439, 3.3874], [-2.6413, 6.3011, -5.0079], [-1.4236, 7.0686, -4.7273], [-0.4667, 7.6709, -4.5069], [-3.1288, 6.6398, -5.9255], [-2.4272, 5.2360, -5.1291], [-3.3716, 6.3944, -4.1999], [-3.9723, -2.5615, -6.3672], [-4.8875, -3.2596, -5.4574], [-5.6058, -3.8065, -4.7408], [-3.9765, -3.0077, -7.3654], [-4.2442, -1.5092, -6.4827], [-2.9416, -2.5913, -6.0035], [6.9388, -3.8918, -4.4288], [6.0944, -3.1193, -3.5107], [5.4321, -2.5119, -2.7874], [7.7920, -4.3377, -3.9142], [6.3825, -4.7062, -4.8989], [7.3363, -3.2652, -5.2314], [-9.9699, 1.6875, -1.2384], [-10.7999, 2.4765, -0.3218], [-11.4506, 3.0965, 0.3997], [-9.1281, 1.2261, -0.7207], [-10.5413, 0.8831, -1.7084], [-9.5581, 2.3043, -2.0413], [4.9920, 7.1385, 2.4393], [4.0809, 6.4337, 3.3467], [3.3650, 5.8795, 4.0603], [4.9969, 6.6872, 1.4437], [4.7081, 8.1876, 2.3192], [6.0203, 7.1209, 2.8088], [1.4251, 5.4842, 7.1048], [0.5144, 4.7795, 8.0130], [-0.2014, 4.2258, 8.7260], [1.4305, 5.0328, 6.1096], [1.1414, 6.5326, 6.9833], [2.4538, 5.4677, 7.4732], [2.0905, 9.8417, 3.6545], [3.3512, 10.4787, 3.2602], [4.3432, 10.9773, 2.9502], [2.2634, 8.9377, 4.2446], [1.4728, 10.5100, 4.2594], [1.4963, 9.5518, 2.7853], [0.8169, 10.9744, -0.0838], [0.3903, 11.6369, 1.1527], [0.0542, 12.1588, 2.1251], [1.7922, 11.3370, -0.4183], [0.9003, 9.8924, 0.0480], [0.1090, 11.1485, -0.8981], [6.5364, -7.7229, -2.4345], [7.4798, -7.0996, -3.3674], [8.2238, -6.6096, -4.0977], [5.7211, -7.0444, -2.1741], [6.0863, -8.6237, -2.8596], [7.0264, -8.0139, -1.5019], [-10.0046, 3.2449, 3.8406], [-8.7940, 2.7584, 3.1726], [-7.8436, 2.3760, 2.6459], [-9.7798, 3.6646, 4.8244], [-10.4978, 4.0272, 3.2582], [-10.7320, 2.4428, 3.9881], [-1.3922, -4.9371, -9.3960], [-2.6362, -4.2184, -9.6898], [-3.6144, -3.6538, -9.9228], [-1.2161, -5.7446, -10.1109], [-0.5251, -4.2729, -9.4364], [-1.4124, -5.3847, -8.3991], [-0.5783, -2.7918, 3.1001], [-1.5034, -3.4903, 3.9971], [-2.2294, -4.0395, 4.7034], [-0.5734, -3.2378, 2.1020], [-0.8484, -1.7386, 2.9847], [0.4477, -2.8247, 3.4756], [-0.2081, 2.4005, -6.5271], [0.2946, 1.0828, -6.9288], [0.6887, 0.0470, -7.2443], [0.5945, 3.0415, -6.1532], [-0.6781, 2.9248, -7.3631], [-0.9556, 2.3199, -5.7331]],
  "lowdin_charge": [-0.10, -0.24, -0.19, -0.12, -0.07, 0.11, -0.01, 0.02, 0.14, 0.08, 0.08, 0.05, 0.11, 0.11, 0.16, 0.13, 0.16, 0.11, 0.14, 0.18, -0.06, -0.26, 0.14, 0.08, 0.09, 0.08, -0.05, -0.24, 0.15, 0.07, 0.07, 0.05, -0.08, -0.26, 0.14, 0.04, 0.04, 0.07, -0.08, -0.28, 0.13, 0.08, 0.03, 0.05, -0.07, -0.26, 0.13, 0.04, 0.08, 0.08, -0.07, -0.25, 0.15, 0.05, 0.08, 0.09, -0.08, -0.28, 0.12, 0.08, 0.04, 0.08, -0.10, -0.24, 0.13, 0.05, 0.07, 0.06, -0.06, -0.26, 0.14, 0.10, 0.09, 0.02, -0.08, -0.28, 0.12, 0.08, 0.07, 0.08, -0.07, -0.29, 0.12, 0.05, 0.09, 0.08, -0.08, -0.26, 0.14, 0.05, 0.07, 0.09, -0.08, -0.27, 0.12, 0.03, 0.09, 0.09, -0.04, -0.24, 0.14, 0.09, 0.06, 0.09, -0.09, -0.28, 0.12, 0.06, 0.08, 0.08, -0.10, -0.29, 0.12, 0.06, 0.08, 0.02, -0.07, -0.28, 0.14, 0.08, 0.07, 0.08, -0.05, -0.25, 0.15, 0.04, 0.09, 0.09, -0.07, -0.25, 0.14, 0.08, 0.08, 0.09, -0.07, -0.27, 0.13, 0.08, 0.08, 0.08, -0.06, -0.25, 0.15, 0.05, 0.09, 0.09, -0.08, -0.28, 0.11, 0.08, 0.08, 0.05]
}

=====

[4]
{
  "formula": "C5H6Br3NO",
  "method": "ωB97M-V/def2-TZVPD",
  "lumo_energy_ev": -0.3,
  "e_tot_ha": -8046.0628,
  "total_charge": 0,
  "gap_ha": 0.2963,
  "relative_energy_kj_mol": 112.5,
  "species": ["C", "C", "C", "C", "C", "N", "O", "Br", "Br", "Br", "H", "H", "H", "H", "H", "H"],
  "xyz": [[0.2988, 1.1011, -0.4772], [1.6276, -0.4457, -0.6011], [0.6893, 0.2648, 0.4862], [0.3233, -0.1218, 1.9060], [-2.2934, -0.4836, -0.8041], [1.1814, 0.6417, -1.5256], [-2.1377, 0.1991, -1.7475], [-0.6124, 2.6661, -0.7892], [-2.9290, 0.1808, 0.9100], [-1.9239, -2.3628, -0.7234], [2.6611, -0.1728, -0.2587], [1.6236, -1.5217, -0.8307], [1.2003, -0.1432, 2.5427], [0.0106, -1.0980, 1.9773], [-0.4641, 0.7037, 2.3018], [0.7445, 0.5925, -2.3666]],
  "nbo_charge": [0.02, -0.23, -0.08, -0.64, 0.37, -0.63, -0.49, 0.11, 0.05, 0.07, 0.20, 0.21, 0.22, 0.22, 0.23, 0.37]
}